[1]
Computed, not measured: a structure of composition C39H46GeO5SSb3Tc, with the ωB97M-V functional and the def2-TZVPD basis.

```
96
C39H46GeO5SSb3Tc, DFT the ωB97M-V functional and the def2-TZVPD basis
Tc -0.04 0.12 -0.05
O 0.17 -4.97 3.49
C 0.16 -3.94 2.88
C -0.84 -2.79 3.07
O -1.61 -2.66 3.98
C -0.57 -1.87 1.95
C 0.57 -2.27 1.25
O 0.99 -1.52 0.27
C 1.10 -3.55 1.73
O 2.05 -4.17 1.34
O -1.21 -0.82 1.56
C -1.39 4.05 0.72
Sb -1.84 2.09 -0.02
C -3.39 1.54 1.33
C -3.01 2.57 -1.79
C -4.32 1.86 -1.68
C -5.41 2.54 -1.12
C -6.62 1.90 -0.91
C -6.76 0.56 -1.24
C -5.69 -0.11 -1.80
C -4.47 0.51 -2.05
C -3.39 -0.25 -2.75
Sb -1.85 -1.21 -1.55
C -3.14 -2.55 -0.49
C -1.17 -2.54 -3.08
H -2.32 4.59 0.91
H -0.78 4.59 0.00
H -0.82 3.95 1.65
H -4.12 2.35 1.40
H -2.95 1.34 2.31
H -3.89 0.64 0.97
H -2.44 2.29 -2.67
H -3.15 3.65 -1.79
H -5.29 3.58 -0.86
H -7.45 2.45 -0.49
H -7.69 0.05 -1.06
H -5.81 -1.16 -2.08
H -2.87 0.38 -3.48
H -3.83 -1.09 -3.29
H -3.83 -2.99 -1.21
H -3.69 -2.01 0.27
H -2.55 -3.33 -0.03
H -2.03 -2.99 -3.56
H -0.55 -3.32 -2.63
H -0.57 -2.00 -3.81
C 3.91 -0.63 -0.48
Ge 2.70 -0.54 -2.04
C 3.72 0.35 -3.48
C 2.26 -2.37 -2.63
C 1.09 0.62 -1.77
H 4.59 -1.47 -0.62
H 3.36 -0.80 0.45
H 4.50 0.28 -0.40
H 4.63 -0.21 -3.71
H 4.00 1.36 -3.18
H 3.12 0.41 -4.39
H 3.20 -2.89 -2.80
H 1.70 -2.36 -3.56
H 1.71 -2.91 -1.87
H 0.55 0.55 -2.73
H 1.48 1.64 -1.72
S 1.08 1.70 1.32
Sb 2.95 1.55 2.74
C 4.70 2.02 1.60
C 5.90 1.35 1.75
C 6.97 1.70 0.93
C 6.82 2.70 -0.02
C 5.60 3.36 -0.16
C 4.53 3.02 0.66
C 2.99 -0.10 4.10
C 4.16 -0.75 4.43
C 4.11 -1.80 5.34
C 2.90 -2.18 5.90
C 1.73 -1.51 5.56
C 1.77 -0.47 4.65
C 2.43 3.36 3.73
C 3.26 4.47 3.65
C 2.85 5.68 4.19
C 1.61 5.78 4.81
C 0.78 4.67 4.89
C 1.19 3.46 4.35
H 6.02 0.56 2.47
H 7.91 1.18 1.03
H 7.65 2.96 -0.66
H 5.48 4.13 -0.91
H 3.57 3.51 0.54
H 5.11 -0.46 4.00
H 5.03 -2.32 5.60
H 2.87 -3.00 6.61
H 0.79 -1.81 6.00
H 0.85 0.04 4.38
H 4.23 4.39 3.16
H 3.49 6.55 4.11
H 1.29 6.72 5.22
H -0.18 4.74 5.38
H 0.53 2.59 4.41
```

Computed properties:
Net charge   +1
LUMO level (spin up / spin down)   -3.0157 / -4.5136 eV
ΔE to the lowest compared entry with this formula, charge and spin   20.0 kJ/mol
2S+1   4
Energy   -140580.92799 eV
HOMO (spin up / spin down)   -10.31 / -10.41 eV
Kohn-Sham gap (spin up / spin down)   7.30 / 5.90 eV

=====

[2]
Computed, not measured: a structure of composition C39H46OP2Sn, with the ωB97M-V functional and the def2-TZVPD basis.

```
89
C39H46OP2Sn, DFT the ωB97M-V functional and the def2-TZVPD basis
Sn 0.16 0.89 1.35
C -1.84 1.08 -3.28
C -1.85 -0.23 -3.07
C -1.24 -1.22 -4.03
C 0.09 -0.81 -4.72
C 1.06 0.00 -3.89
C 1.02 1.33 -3.74
C 0.10 2.18 -4.56
C -1.37 1.71 -4.56
C 1.94 0.59 2.66
H -2.29 1.78 -2.58
H -2.52 -0.66 -2.31
H -1.98 -1.43 -4.81
H -1.08 -2.18 -3.52
H 0.61 -1.74 -4.99
H -0.14 -0.30 -5.66
H 1.92 -0.58 -3.54
H 1.81 1.86 -3.23
H 0.47 2.18 -5.60
H 0.13 3.22 -4.21
H -2.01 2.57 -4.78
H -1.50 1.00 -5.39
H 1.84 1.33 3.47
H 2.95 0.64 2.23
H 1.71 -0.41 3.04
P -1.47 -0.76 0.13
P 2.28 0.01 -0.22
C -0.20 -1.30 -1.01
C 1.14 -0.97 -1.16
C -2.40 -2.20 0.64
C -2.87 -3.09 -0.33
C -3.63 -4.19 0.06
C -3.91 -4.43 1.41
C -3.42 -3.53 2.38
C -2.66 -2.43 2.00
C -2.67 0.63 -0.18
C -2.24 1.98 -0.27
C -3.14 3.01 -0.55
C -4.50 2.73 -0.70
C -4.95 1.42 -0.54
C -4.05 0.38 -0.26
C 3.66 -1.05 0.28
C 3.40 -2.36 0.74
C 4.45 -3.21 1.08
C 5.77 -2.76 0.99
C 6.04 -1.45 0.57
C 4.99 -0.59 0.24
C 2.89 1.71 -0.53
C 2.70 2.80 0.36
C 2.97 4.10 -0.03
C 3.45 4.37 -1.31
C 3.67 3.31 -2.20
C 3.46 1.99 -1.79
H -0.52 -2.20 -1.56
H 1.67 -1.56 -1.94
H -2.63 -2.95 -1.39
H -4.02 -4.87 -0.69
H -4.50 -5.30 1.71
H -3.63 -3.72 3.43
H -2.24 -1.73 2.74
H -1.17 2.24 -0.16
H -2.77 4.03 -0.63
H -5.19 3.53 -0.96
H -6.01 1.20 -0.63
H -4.43 -0.63 -0.09
H 2.35 -2.70 0.82
H 4.24 -4.23 1.41
H 6.60 -3.44 1.23
H 7.06 -1.10 0.50
H 5.20 0.43 -0.08
H 2.30 2.62 1.37
H 2.79 4.93 0.66
H 3.65 5.40 -1.63
H 3.99 3.51 -3.22
H 3.63 1.16 -2.48
C -2.34 0.16 5.03
C -0.88 -0.06 4.63
C -0.02 0.93 5.41
C -0.48 -1.45 5.13
O -0.76 0.08 3.25
H -2.43 0.10 6.11
H -2.98 -0.59 4.59
H -2.68 1.14 4.71
H -0.28 0.89 6.48
H 1.04 0.69 5.32
H -0.18 1.95 5.06
H -1.09 -2.23 4.69
H 0.57 -1.66 4.91
H -0.62 -1.48 6.21
```

Computed properties:
Net charge   +2
LUMO level (spin up / spin down)   -8.2592 / -8.5943 eV
ΔE to the lowest compared entry with this formula, charge and spin   0.0 kJ/mol
Energy   -67624.43586 eV
HOMO (spin up / spin down)   -13.44 / -13.41 eV
Kohn-Sham gap (spin up / spin down)   5.18 / 4.82 eV

=====

[3]
Computed, not measured: a structure of composition C39H47Cl4IrNO6PS6SbTe, with the ωB97M-V functional and the def2-TZVPD basis.

```
107
C39H47Cl4IrNO6PS6SbTe, DFT the ωB97M-V functional and the def2-TZVPD basis
Ir 1.13 -0.49 0.73
S 4.69 1.13 4.18
Sb 3.18 1.64 2.55
S 1.27 0.15 2.91
S 3.37 0.04 0.54
Cl 1.30 0.65 -6.30
C 1.15 -0.04 -4.73
C 1.08 -1.47 -4.60
Cl 1.13 -2.44 -6.02
C 0.96 -2.06 -3.37
Cl 0.83 -3.76 -3.18
C 0.97 -1.27 -2.18
O 0.96 -1.76 -1.03
C 0.97 0.19 -2.31
O 0.89 0.87 -1.26
C 1.08 0.76 -3.62
Cl 1.11 2.48 -3.73
C -7.82 4.42 0.47
C -6.66 3.46 0.58
C -6.73 2.18 0.06
C -5.66 1.29 0.13
C -5.89 -0.10 -0.42
C -4.45 1.67 0.75
Te -2.69 0.27 1.08
N -0.74 -1.19 1.17
C -0.41 -2.33 1.68
O 0.83 -2.68 1.69
C -1.39 -3.30 2.26
C -1.27 -4.65 1.95
C -2.17 -5.58 2.47
C -3.19 -5.16 3.31
C -3.30 -3.81 3.64
C -2.40 -2.89 3.12
C -2.63 -0.22 -1.01
C -2.78 -1.54 -1.45
C -3.01 -2.71 -0.54
C -2.73 -1.81 -2.82
C -2.55 -0.82 -3.76
C -2.55 -1.13 -5.24
C -2.37 0.48 -3.31
C -2.40 0.79 -1.96
C -2.13 2.23 -1.57
C -4.41 2.95 1.32
C -3.20 3.47 2.08
C -5.49 3.82 1.22
H -8.74 3.89 0.20
H -7.64 5.17 -0.30
H -7.99 4.95 1.41
H -7.65 1.85 -0.42
H -6.94 -0.25 -0.67
H -5.59 -0.86 0.30
H -5.30 -0.27 -1.32
H -0.46 -4.96 1.30
H -2.07 -6.62 2.21
H -3.89 -5.87 3.72
H -4.08 -3.48 4.32
H -2.48 -1.84 3.36
H -3.26 -2.41 0.48
H -2.10 -3.32 -0.48
H -3.81 -3.34 -0.93
H -2.86 -2.84 -3.14
H -2.75 -2.19 -5.42
H -1.59 -0.89 -5.70
H -3.31 -0.54 -5.75
H -2.19 1.27 -4.03
H -2.22 2.88 -2.45
H -1.10 2.29 -1.20
H -2.80 2.58 -0.79
H -2.53 2.67 2.39
H -3.52 4.01 2.98
H -2.63 4.16 1.46
H -5.41 4.81 1.67
C 6.72 1.59 0.69
C 7.26 0.46 -0.16
C 8.76 0.26 0.00
O 6.58 -0.74 0.26
P 6.00 -1.76 -0.83
S 7.32 -2.43 -2.10
S 4.44 -0.85 -1.74
O 5.41 -2.89 0.10
C 5.59 -3.24 1.49
C 4.71 -2.39 2.37
C 7.06 -3.21 1.89
H 7.31 2.50 0.53
H 6.76 1.32 1.75
H 5.68 1.79 0.44
H 7.02 0.64 -1.21
H 8.99 0.05 1.05
H 9.29 1.17 -0.30
H 9.09 -0.57 -0.61
H 5.25 -4.28 1.51
H 5.06 -1.35 2.40
H 4.74 -2.78 3.39
H 3.68 -2.39 2.02
H 7.41 -2.18 2.00
H 7.68 -3.71 1.14
H 7.18 -3.72 2.84
C 0.67 4.98 -0.05
S -0.22 3.84 1.01
C 0.09 4.68 2.56
O 0.60 2.60 1.05
H 0.16 5.95 -0.05
H 0.67 4.54 -1.04
H 1.69 5.07 0.32
H -0.42 5.64 2.57
H 1.17 4.80 2.68
H -0.31 4.03 3.34
```

Computed properties:
Net charge   -2
LUMO level (spin up / spin down)   3.4595 / 2.6204 eV
ΔE to the lowest compared entry with this formula, charge and spin   118.8 kJ/mol
2S+1   6
Energy   -196044.45764 eV
HOMO (spin up / spin down)   -2.32 / -2.59 eV
Kohn-Sham gap (spin up / spin down)   5.78 / 5.21 eV

=====

[4]
Computed, not measured: a structure of composition C39H47CoN4O6, with the ωB97M-V functional and the def2-TZVPD basis.

```
97
C39H47CoN4O6, DFT the ωB97M-V functional and the def2-TZVPD basis
Co -0.97 0.37 -1.05
C 1.71 -4.24 3.37
C 0.99 -4.95 2.22
C -0.14 -5.80 2.81
C 2.00 -5.86 1.51
C 0.42 -3.95 1.21
C 0.55 -2.60 1.35
C 0.00 -1.75 0.36
N 0.02 -0.40 0.32
C 0.60 0.56 1.13
C 1.73 0.40 1.93
C 2.22 1.50 2.60
C 1.52 2.71 2.48
C 0.40 2.91 1.67
C -0.02 1.81 0.93
O -0.98 1.85 0.00
C -0.20 4.32 1.61
C 0.84 5.29 1.03
C -0.57 4.77 3.03
C -1.47 4.43 0.75
C 3.51 1.46 3.42
C 3.20 1.79 4.88
C 4.50 2.49 2.85
C 4.17 0.09 3.35
C -0.75 -2.27 -0.72
O -1.32 -1.39 -1.53
C -0.88 -3.66 -0.89
C -0.29 -4.45 0.08
C -1.67 -4.24 -2.06
C -1.05 -3.75 -3.39
C -1.64 -5.77 -2.07
C -3.13 -3.78 -1.98
H 2.10 -4.98 4.06
H 2.55 -3.64 3.01
H 1.04 -3.58 3.92
H 0.26 -6.50 3.55
H -0.88 -5.16 3.30
H -0.65 -6.38 2.04
H 2.43 -6.57 2.22
H 1.52 -6.44 0.71
H 2.81 -5.28 1.07
H 1.05 -2.17 2.19
H 2.26 -0.54 1.93
H 1.90 3.57 3.02
H 1.75 5.31 1.63
H 1.12 4.99 0.02
H 0.44 6.30 0.99
H 0.30 4.83 3.68
H -1.04 5.76 3.00
H -1.28 4.07 3.48
H -1.27 4.21 -0.30
H -2.25 3.75 1.08
H -1.84 5.45 0.83
H 2.76 2.78 4.99
H 2.51 1.06 5.31
H 4.12 1.77 5.47
H 4.11 3.51 2.93
H 5.44 2.44 3.40
H 4.70 2.29 1.80
H 3.55 -0.69 3.80
H 4.40 -0.20 2.32
H 5.11 0.11 3.91
H -0.38 -5.52 -0.01
H -0.02 -4.10 -3.48
H -1.63 -4.15 -4.23
H -1.06 -2.66 -3.45
H -0.62 -6.16 -2.13
H -2.13 -6.19 -1.19
H -2.18 -6.12 -2.95
H -3.21 -2.70 -2.01
H -3.70 -4.20 -2.81
H -3.59 -4.14 -1.05
N 0.55 2.15 -3.48
C 1.33 1.58 -2.54
O 0.85 0.72 -1.76
C 2.69 1.95 -2.42
C 3.26 2.89 -3.32
N 3.68 3.69 -4.05
C 3.46 1.40 -1.36
N 4.07 0.95 -0.49
H -0.45 2.00 -3.40
H 0.89 2.94 -4.01
O -5.71 2.91 -2.23
C -5.06 2.82 -3.40
C -5.63 3.42 -4.52
C -5.00 3.33 -5.75
C -3.79 2.66 -5.89
C -3.22 2.08 -4.77
C -3.83 2.15 -3.52
C -3.21 1.53 -2.31
O -3.86 1.44 -1.26
O -2.02 1.08 -2.46
H -5.16 2.41 -1.58
H -6.57 3.94 -4.40
H -5.46 3.80 -6.61
H -3.31 2.58 -6.85
H -2.28 1.54 -4.85
```

Computed properties:
Net charge   -1
LUMO level (spin up / spin down)   1.8329 / 0.5157 eV
ΔE to the lowest compared entry with this formula, charge and spin   0.0 kJ/mol
2S+1   4
Energy   -97083.64440 eV
HOMO (spin up / spin down)   -4.95 / -5.26 eV
Kohn-Sham gap (spin up / spin down)   6.78 / 5.77 eV

=====

[5]
Computed, not measured: a structure of composition C39H47F4HgN4O3, with the ωB97M-V functional and the def2-TZVPD basis.

```
98
C39H47F4HgN4O3, DFT the ωB97M-V functional and the def2-TZVPD basis
Hg -0.48 0.75 -0.26
C -4.46 -1.60 -3.42
C -4.11 -0.17 -3.79
N -3.78 0.61 -2.61
C -4.96 1.12 -1.93
C -4.81 1.17 -0.42
C -2.77 1.64 -2.82
C -1.45 1.13 -3.38
N -1.01 -0.06 -2.68
C -0.24 -0.97 -3.26
C -0.05 -2.23 -2.61
F -0.64 -2.41 -1.41
C 0.65 -3.27 -3.15
F 0.71 -4.44 -2.48
C 1.27 -3.19 -4.40
C 1.14 -1.97 -5.04
F 1.72 -1.82 -6.26
C 0.43 -0.91 -4.52
F 0.41 0.23 -5.26
H -4.77 -2.18 -4.30
H -5.26 -1.63 -2.68
H -3.58 -2.08 -2.98
H -4.94 0.29 -4.36
H -3.24 -0.19 -4.45
H -5.80 0.47 -2.18
H -5.22 2.13 -2.31
H -4.61 0.16 -0.04
H -5.73 1.55 0.04
H -3.98 1.81 -0.11
H -2.59 2.13 -1.85
H -3.15 2.42 -3.51
H -0.72 1.94 -3.30
H -1.58 0.93 -4.45
H 1.83 -4.01 -4.82
C 1.50 5.21 -1.34
C 0.29 4.35 -0.96
O 0.20 3.26 -1.49
C -0.66 4.90 0.01
C -0.52 6.23 0.45
C -1.33 6.80 1.40
C -2.34 6.00 1.99
C -2.52 4.71 1.60
C -1.72 4.08 0.57
O -1.97 2.90 0.21
H 2.14 4.61 -1.99
H 2.06 5.51 -0.45
H 1.19 6.11 -1.87
H 0.26 6.85 0.02
H -1.20 7.84 1.70
H -2.97 6.43 2.77
H -3.28 4.08 2.05
N 1.41 0.34 2.42
C 0.42 0.83 2.06
H 2.31 -0.28 1.98
C -4.19 -3.31 4.29
C -3.54 -2.44 3.25
C -3.26 -1.10 3.50
C -2.68 -0.33 2.51
N -2.38 -0.81 1.30
C -2.62 -2.09 1.06
C -3.20 -2.94 2.00
H -5.02 -2.79 4.76
H -3.48 -3.57 5.07
H -4.56 -4.23 3.85
H -3.49 -0.66 4.47
H -2.46 0.72 2.66
H -2.35 -2.45 0.07
H -3.39 -3.98 1.75
C 5.33 0.69 -0.17
C 5.68 0.55 1.32
C 4.90 1.57 2.15
C 5.47 -0.87 1.83
C 6.54 -1.54 2.39
C 6.43 -2.85 2.86
C 5.21 -3.49 2.74
C 4.10 -2.86 2.18
C 2.84 -3.69 1.97
C 2.71 -4.05 0.48
C 1.53 -3.06 2.45
C 4.20 -1.52 1.72
O 3.17 -0.89 1.19
H 5.53 1.71 -0.51
H 4.27 0.47 -0.33
H 5.92 0.00 -0.78
H 6.74 0.76 1.43
H 5.10 2.59 1.79
H 5.18 1.51 3.20
H 3.83 1.40 2.06
H 7.50 -1.03 2.46
H 7.29 -3.36 3.29
H 5.11 -4.51 3.08
H 2.98 -4.62 2.53
H 2.54 -3.13 -0.10
H 1.86 -4.71 0.31
H 3.61 -4.53 0.11
H 1.27 -2.21 1.82
H 1.60 -2.72 3.49
H 0.72 -3.79 2.38
```

Computed properties:
Net charge   -2
LUMO level (spin up / spin down)   4.0615 / 4.0598 eV
ΔE to the lowest compared entry with this formula, charge and spin   0.0 kJ/mol
2S+1   2
Energy   -68352.57813 eV
HOMO (spin up / spin down)   -0.93 / -1.81 eV
Kohn-Sham gap (spin up / spin down)   4.99 / 5.87 eV